No. 1
The following is a DFT calculation (wB97M-V/def2-TZVPD) of a cluster of 9 separate species, C27H72O9 in total.

Last column: Mulliken charge in e.
Element x y z (Å)
C -1.50 4.90 0.07  -1.203
C -0.47 3.89 0.45  2.419
C 0.95 4.35 0.36  -1.521
O -0.59 3.53 1.79  -0.605
H -1.27 5.84 0.57  0.434
H -2.45 4.51 0.42  0.043
H -1.60 5.07 -1.01  0.194
H -0.60 3.07 -0.26  -0.888
H 1.62 3.49 0.40  0.205
H 1.33 5.09 1.05  0.341
H 1.07 4.84 -0.61  0.451
H 0.04 2.87 2.07  -0.096
C 0.41 0.01 0.29  -0.358
C 1.61 -1.07 0.50  0.435
C 2.92 -0.18 0.67  -1.460
O 1.61 -1.77 1.72  -0.401
H 0.59 0.37 -0.73  0.157
H 0.24 0.78 1.04  -0.155
H -0.57 -0.47 0.33  0.416
H 1.52 -1.84 -0.26  0.086
H 3.75 -0.83 0.41  0.317
H 2.97 0.03 1.74  0.421
H 3.02 0.77 0.14  0.326
H 1.44 -1.13 2.41  0.249
C 0.45 -6.90 3.21  -1.363
C 0.97 -5.60 3.79  0.732
C 1.48 -5.80 5.14  -1.406
O 1.94 -5.08 2.86  -0.556
H 1.18 -7.63 2.85  0.344
H -0.22 -6.83 2.36  0.307
H -0.11 -7.31 4.05  0.351
H 0.19 -4.83 3.81  0.332
H 2.24 -6.57 5.01  0.337
H 0.78 -6.30 5.80  0.375
H 1.72 -4.84 5.61  0.297
H 1.70 -4.20 2.56  0.225
C -4.94 1.08 2.98  -1.474
C -3.94 2.21 2.73  0.990
C -3.64 2.99 4.00  -1.444
O -2.77 1.62 2.07  -0.261
H -5.79 1.30 3.63  0.392
H -4.42 0.23 3.44  0.323
H -5.32 0.73 2.03  0.303
H -4.26 2.91 1.96  0.100
H -4.58 3.30 4.48  0.467
H -3.04 3.89 3.93  0.311
H -3.15 2.31 4.70  0.298
H -2.13 2.32 1.97  0.094
C 0.53 -4.86 -1.58  -1.255
C 0.27 -4.83 -3.22  0.498
C 1.33 -5.78 -3.90  -1.206
O -1.01 -5.23 -3.53  -0.576
H -0.39 -4.57 -1.08  0.377
H 1.29 -4.21 -1.14  0.275
H 0.84 -5.80 -1.12  0.382
H 0.39 -3.83 -3.64  0.194
H 1.49 -6.78 -3.49  0.358
H 2.27 -5.23 -3.84  0.247
H 0.95 -5.83 -4.92  0.364
H -1.17 -6.15 -3.32  0.334
C 1.42 2.09 5.64  -1.754
C 1.23 1.33 4.38  0.853
C -0.24 0.75 4.23  -0.786
O 1.53 2.24 3.27  -0.428
H 1.15 1.40 6.43  0.422
H 0.69 2.90 5.72  0.350
H 2.46 2.39 5.77  0.473
H 1.95 0.51 4.45  0.118
H -0.61 0.07 5.00  0.571
H -0.21 0.18 3.30  0.069
H -0.99 1.54 4.25  -0.084
H 2.18 2.90 3.52  0.226
C 2.89 -0.46 -3.11  -0.690
C 4.01 -1.08 -4.00  0.423
C 4.52 -2.49 -3.60  -1.098
O 3.66 -1.11 -5.25  -0.554
H 3.10 -0.62 -2.05  0.044
H 1.97 -1.03 -3.24  0.240
H 2.72 0.56 -3.45  0.116
H 4.82 -0.38 -3.80  0.324
H 5.61 -2.53 -3.52  0.295
H 4.32 -3.31 -4.29  0.296
H 4.05 -2.72 -2.65  0.248
H 2.79 -1.51 -5.37  0.352
C -0.16 2.73 -3.00  -0.309
C -0.12 3.33 -4.41  -0.025
C 0.15 4.86 -4.52  -1.331
O 0.75 2.58 -5.15  -0.541
H 0.80 2.96 -2.53  0.493
H -0.36 1.65 -3.00  0.163
H -0.90 3.24 -2.39  -0.097
H -1.13 3.21 -4.80  0.277
H -0.27 5.59 -3.83  0.315
H -0.33 5.17 -5.45  0.374
H 1.23 5.02 -4.54  0.324
H 1.64 2.76 -4.84  0.359
C -4.28 2.82 -2.07  -1.343
C -3.70 1.43 -1.95  0.710
C -3.33 0.73 -3.11  -1.326
O -2.63 1.57 -1.08  -0.065
H -4.22 3.48 -1.21  0.274
H -5.29 2.79 -2.47  0.389
H -3.64 3.31 -2.80  0.237
H -4.37 0.85 -1.32  0.376
H -2.65 1.26 -3.78  0.101
H -4.20 0.41 -3.69  0.405
H -2.80 -0.14 -2.73  0.363
H -2.35 0.76 -0.66  -0.018

Energy, hartree: -1748.9045
HOMO, Eh: -0.355
Orbital gap, eV: 10.1
SMILES: CC(C)O.CC(C)O.CC(C)O.CC(C)O.CC(C)O.CC(C)O.CC(C)O.CC(C)O.CC(C)O

No. 2
The following is a DFT calculation (wB97M-V/def2-TZVPD) of a cluster of 2 separate species, C3H3OP in total.

Last column: Mulliken charge in e.
Element x y z (Å)
C 0.22 -0.57 -0.12  -0.147
C -0.91 -0.18 -0.03  -0.174
C 2.64 -0.41 -0.05  0.297
O 3.08 0.65 0.14  -0.218
P -2.67 -0.01 0.10  -0.165
H 3.01 -1.41 -0.21  0.346
H -2.77 0.95 -0.92  0.030
H -2.60 0.98 1.09  0.032

Energy, hartree: -532.4848
HOMO, Eh: -0.320
Orbital gap, eV: 7.9

No. 3
The following is a DFT calculation (wB97M-V/def2-TZVPD) of a cluster of 2 separate species, C6H16 in total.

Last column: Mulliken charge in e.
Element x y z (Å)
C -0.56 0.07 -1.91  0.801
C -1.55 1.20 -2.14  -1.257
C 0.72 0.57 -1.30  -1.045
C -1.21 -1.12 -1.18  -1.243
H -0.23 -0.36 -2.84  0.204
H -1.17 2.06 -2.70  0.403
H 1.12 1.15 -2.14  0.403
H 0.48 1.16 -0.43  0.271
H 1.28 -0.38 -1.08  0.281
H -2.28 -1.32 -1.33  0.368
H -0.69 -2.01 -1.45  0.399
H -1.24 -0.92 -0.08  0.262
H -2.03 1.47 -1.15  0.330
H -2.36 0.81 -2.87  0.346
C 1.74 -0.77 2.45  -0.704
C 0.78 0.24 3.08  -0.761
H 1.35 -0.94 1.50  0.149
H 2.71 -0.33 2.14  0.319
H 1.88 -1.59 2.99  0.417
H 1.06 0.43 4.16  0.356
H -0.11 -0.43 3.63  0.293
H 0.31 1.01 2.66  0.409

Energy, hartree: -237.7276
Total charge: +1
HOMO (spin up / spin down), Eh: -0.580 / -0.506
Spin multiplicity: 2
Orbital gap (spin up / spin down), eV: 13.2 / 3.0
<S²>: 0.753

Largest force on an atom for the records above, in order: 0.101, 0.081, 0.142 hartree/bohr
ΔE to the lowest compared entry with this formula, charge and spin for the records above, in order: 4.9970, 5.3728, 1.9696 eV